{
  "formula": "C3H6AsF7O3Rb",
  "method": "ωB97M-V/def2-TZVPD",
  "e_homo_ev": -5.197,
  "charge": -1,
  "homo_lumo_gap_ev": 7.0,
  "elements": ["Rb", "As", "F", "F", "F", "F", "F", "F", "F", "C", "O", "C", "O", "O", "C", "H", "H", "H", "H", "H", "H"],
  "xyz": [[-0.1822, -0.9529, -2.7240], [-3.2045, 0.5660, 0.0710], [-4.7404, 0.7605, 0.8555], [-3.3153, 2.2281, -0.4711], [-1.6264, 0.4301, -0.7400], [-3.0563, -1.1163, 0.4787], [-3.9779, 0.0713, -1.4277], [-2.3686, 1.0779, 1.5356], [0.7034, 1.4249, -3.9780], [1.6817, -2.4358, 1.5239], [2.1374, -1.0989, 1.5965], [2.1034, -0.4406, 0.4517], [1.8528, -0.8906, -0.6260], [2.3059, 0.8361, 0.6988], [1.8232, 1.7953, -0.2234], [0.6977, -2.4906, 1.0601], [1.6723, -2.9240, 2.4950], [2.3952, -3.0286, 0.9393], [2.2900, 2.7726, -0.1154], [0.7511, 1.9997, -0.1761], [2.0577, 1.4160, -1.2244]],
  "forces_ev_per_angstrom": [[0.16, 1.12, -0.20], [0.23, 1.12, -0.62], [0.25, -0.45, 0.01], [0.22, -0.50, 0.26], [-0.21, -0.03, 0.20], [-0.10, 0.09, 0.38], [0.15, 0.02, 0.38], [-0.37, -0.45, -0.62], [-0.12, -0.85, 0.35], [0.47, -1.10, -0.68], [0.15, -0.29, 0.88], [-0.67, 1.34, 0.17], [-0.23, -1.08, -1.00], [0.31, 0.62, 1.56], [-0.12, 0.20, -2.08], [0.01, 0.04, 0.07], [-0.10, 0.69, 0.31], [-0.23, 0.10, -0.21], [0.52, -0.38, 0.51], [-0.05, -0.63, 0.36], [-0.27, 0.40, -0.04]],
  "mulliken_charge": [0.920, 2.039, -0.504, -0.490, -0.527, -0.491, -0.506, -0.495, -0.947, -0.625, -0.323, 0.847, -0.530, -0.372, -0.556, 0.275, 0.239, 0.276, 0.225, 0.215, 0.331]
}

{
  "formula": "C43H40I2N8O2P2SW",
  "method": "ωB97M-V/def2-TZVPD",
  "e_homo_ev": [-11.892, -11.893],
  "charge": 2,
  "homo_lumo_gap_ev": [6.3, 6.3],
  "elements": ["W", "C", "C", "N", "N", "C", "N", "S", "C", "C", "C", "C", "C", "N", "H", "H", "H", "H", "H", "H", "H", "H", "H", "I", "C", "C", "C", "I", "C", "C", "C", "C", "N", "C", "C", "O", "H", "H", "H", "H", "N", "P", "C", "C", "C", "C", "C", "C", "C", "C", "C", "C", "C", "C", "P", "C", "C", "C", "C", "C", "C", "C", "C", "C", "C", "C", "C", "H", "H", "H", "H", "H", "H", "H", "H", "H", "H", "H", "H", "H", "H", "H", "H", "H", "H", "H", "H", "H", "C", "N", "C", "N", "O", "H", "H", "H", "H", "H", "H"],
  "xyz": [[-0.5447, -0.0148, -0.6932], [2.5678, -1.5326, -3.6590], [1.4467, -0.8373, -2.9679], [0.8014, -1.2689, -1.9411], [1.1396, -2.3947, -1.2331], [-0.2916, -2.9691, 0.5546], [-0.3598, -4.0746, 1.4575], [-1.7340, -1.8144, 0.4811], [0.9588, 0.4844, -3.4429], [1.3028, 0.9882, -4.6899], [0.7334, 2.1851, -5.1072], [-0.1509, 2.8388, -4.2657], [-0.4351, 2.2806, -3.0271], [0.1062, 1.1331, -2.6133], [3.0107, -2.2910, -3.0170], [3.3388, -0.8133, -3.9319], [2.2143, -2.0186, -4.5703], [-0.7447, -4.8979, 1.0076], [-0.9357, -3.8649, 2.2639], [1.9793, 0.4487, -5.3349], [0.9750, 2.5879, -6.0810], [-0.6310, 3.7634, -4.5534], [-1.1179, 2.7701, -2.3431], [-2.8845, -1.3436, -5.1181], [-3.4938, -0.0055, -3.6649], [-4.6557, 0.7715, -3.8779], [-5.0698, 1.7098, -2.9723], [-6.7924, 2.8015, -3.3642], [-4.2963, 1.9489, -1.8013], [-4.5469, 2.9642, -0.8521], [-3.6592, 3.1701, 0.1679], [-2.5158, 2.3636, 0.2630], [-2.2699, 1.3633, -0.5684], [-3.1548, 1.1534, -1.5965], [-2.7760, 0.1358, -2.5029], [-1.6967, -0.5866, -2.2037], [-5.2204, 0.6107, -4.7859], [-5.4267, 3.5842, -0.9579], [-3.8077, 3.9495, 0.9010], [-1.7901, 2.5488, 1.0390], [0.5013, -0.8429, 2.3557], [-0.5755, 0.4298, 2.1180], [0.1572, 1.8260, 3.0390], [0.3328, 3.0953, 2.5028], [0.8629, 4.1237, 3.2724], [1.2270, 3.8886, 4.5880], [1.0453, 2.6254, 5.1403], [0.5040, 1.6079, 4.3750], [-2.0329, 0.1119, 3.1424], [-2.2725, -1.1428, 3.6949], [-3.3746, -1.3531, 4.5089], [-4.2523, -0.3125, 4.7704], [-4.0157, 0.9460, 4.2344], [-2.9053, 1.1600, 3.4345], [0.8735, -1.5506, 0.8593], [2.5957, -2.0284, 1.1210], [2.9046, -2.9401, 2.1276], [4.2237, -3.3289, 2.3279], [5.2313, -2.8104, 1.5306], [4.9262, -1.8997, 0.5234], [3.6128, -1.5147, 0.3192], [0.0924, -3.3314, -0.8927], [-0.9946, -3.5997, -1.8527], [-0.8049, -4.0911, -3.0844], [0.4908, -4.5305, -3.5407], [1.5568, -4.4575, -2.7341], [1.4873, -3.8031, -1.4307], [0.8371, -1.1569, 3.2559], [0.0739, 3.3053, 1.4729], [0.9860, 5.1092, 2.8429], [1.6373, 4.6882, 5.1896], [1.3083, 2.4406, 6.1729], [0.3334, 0.6421, 4.8384], [-1.5956, -1.9603, 3.4871], [-3.5498, -2.3307, 4.9373], [-5.1143, -0.4769, 5.4026], [-4.6866, 1.7653, 4.4542], [-2.7091, 2.1622, 3.0731], [2.1205, -3.3800, 2.7326], [4.4603, -4.0449, 3.1031], [6.2558, -3.1186, 1.6881], [5.7142, -1.4944, -0.0975], [3.3747, -0.8028, -0.4653], [-1.9939, -3.3787, -1.5056], [-1.6610, -4.2459, -3.7246], [0.5708, -5.0178, -4.5034], [2.4959, -4.9258, -2.9968], [2.2629, -4.0577, -0.7140], [3.3201, 1.5557, 1.6663], [2.9918, 2.4581, 0.5766], [1.8700, 2.4101, -0.1583], [1.6765, 3.4418, -1.0157], [1.0429, 1.4784, -0.0834], [3.3177, 2.0966, 2.6132], [4.2955, 1.1012, 1.5027], [2.5699, 0.7758, 1.7162], [3.5639, 3.2803, 0.4800], [2.3566, 4.1712, -1.1345], [0.9044, 3.4043, -1.6544]],
  "forces_ev_per_angstrom": [[0.59, -0.12, 1.17], [0.03, -0.09, 0.08], [-0.47, 0.20, 0.13], [0.36, 0.27, -0.42], [-0.15, 0.15, -0.41], [0.29, -0.28, -0.07], [-0.10, 0.12, -0.04], [-0.30, 0.06, -0.22], [-0.17, -0.17, 0.18], [-0.20, 0.18, 0.19], [0.06, -0.11, 0.05], [-0.05, -0.01, 0.09], [0.10, -0.12, -0.23], [0.18, -0.07, -0.18], [-0.01, 0.05, -0.06], [0.02, 0.02, 0.00], [0.01, 0.01, 0.00], [0.04, -0.02, 0.02], [0.00, -0.02, 0.01], [0.02, -0.04, 0.00], [-0.02, 0.03, -0.01], [0.02, 0.01, -0.03], [-0.04, -0.02, 0.02], [0.08, -0.07, -0.03], [-0.18, 0.09, 0.15], [0.05, -0.05, 0.00], [0.12, -0.06, 0.07], [-0.07, 0.04, -0.02], [-0.10, 0.08, -0.02], [0.01, -0.02, 0.01], [0.08, -0.11, -0.04], [-0.13, -0.07, -0.13], [0.11, 0.12, -0.01], [0.04, -0.01, -0.02], [0.13, -0.14, -0.05], [-0.22, 0.11, -0.22], [-0.02, 0.02, 0.00], [0.00, 0.01, 0.01], [-0.03, 0.02, -0.01], [0.02, -0.02, -0.01], [-0.01, -0.04, 0.04], [-0.09, 0.04, -0.42], [-0.04, 0.00, 0.05], [0.06, 0.06, -0.10], [0.01, 0.01, 0.03], [0.00, -0.01, 0.01], [0.00, 0.03, -0.02], [0.03, -0.02, 0.02], [0.02, -0.03, 0.08], [-0.02, -0.02, -0.04], [-0.01, -0.01, 0.01], [-0.02, 0.02, 0.01], [0.01, -0.02, 0.00], [-0.02, 0.04, 0.02], [-0.11, 0.24, -0.01], [0.06, 0.00, 0.00], [0.00, -0.03, -0.02], [-0.01, -0.01, 0.02], [0.01, 0.04, -0.04], [0.02, -0.04, 0.06], [-0.03, 0.03, -0.07], [-0.12, -0.10, 0.04], [-0.04, 0.04, 0.06], [0.01, 0.04, 0.07], [0.05, -0.02, 0.00], [-0.05, -0.08, -0.04], [0.17, 0.11, 0.29], [-0.01, -0.02, 0.03], [-0.03, -0.03, -0.02], [0.00, 0.01, 0.00], [0.01, 0.01, 0.00], [0.01, 0.00, 0.01], [-0.01, -0.02, -0.03], [0.01, 0.01, 0.00], [0.00, -0.01, 0.01], [0.00, 0.00, 0.00], [-0.01, 0.01, 0.01], [0.02, 0.00, -0.01], [-0.02, 0.01, 0.01], [0.00, -0.01, 0.00], [0.01, 0.00, 0.00], [0.01, 0.00, -0.01], [-0.02, -0.01, -0.01], [-0.03, -0.01, -0.02], [-0.04, 0.00, -0.03], [0.01, 0.00, -0.01], [0.01, -0.02, 0.00], [-0.02, -0.05, -0.01], [-0.05, 0.03, 0.11], [-0.10, 0.00, 0.00], [0.05, -0.07, -0.35], [0.00, 0.07, 0.07], [0.15, -0.13, 0.18], [0.01, -0.01, 0.01], [-0.01, 0.00, 0.01], [-0.03, -0.05, -0.01], [0.02, 0.01, 0.02], [0.00, 0.02, -0.01], [0.08, 0.02, 0.05]],
  "mulliken_charge": [2.094, -2.602, 0.355, 1.094, 0.026, 1.627, -0.515, -0.343, 0.427, -0.864, -0.986, -1.138, -0.897, 1.093, 0.345, 0.626, 0.437, 0.332, 0.296, 0.590, 0.479, 0.569, 0.907, 0.062, -0.183, -0.194, -0.448, 0.151, 1.014, -1.129, -1.581, 0.609, 0.383, -0.387, -0.088, -0.020, 0.406, 0.262, 0.566, -0.128, 0.724, 0.777, 1.209, 0.231, -0.881, -0.638, -0.887, -0.802, 0.601, -0.356, -0.801, -0.641, -0.893, -0.319, -1.223, 0.252, -0.720, -0.916, -0.729, -1.181, 0.426, -0.693, -0.685, -0.866, -0.483, -1.160, 0.192, 0.478, 0.030, 0.485, 0.432, 0.480, 0.382, 0.119, 0.474, 0.428, 0.466, 0.434, 0.468, 0.469, 0.446, 0.503, 0.688, 0.467, 0.655, 0.515, 0.488, 0.383, -0.765, -0.161, -0.055, -0.327, -0.083, 0.350, 0.355, 0.089, 0.236, 0.235, 0.052]
}

{
  "formula": "C39H37N6O13",
  "method": "ωB97M-V/def2-TZVPD",
  "e_homo_ev": -1.506,
  "charge": -1,
  "homo_lumo_gap_ev": 1.9,
  "elements": ["C", "C", "C", "O", "H", "H", "H", "H", "H", "H", "H", "C", "C", "C", "C", "C", "C", "N", "O", "O", "H", "H", "H", "H", "H", "C", "C", "C", "C", "C", "C", "N", "O", "O", "H", "H", "H", "H", "H", "C", "C", "C", "C", "C", "C", "N", "O", "O", "H", "H", "H", "H", "H", "C", "C", "C", "C", "C", "C", "N", "O", "O", "H", "H", "H", "H", "H", "C", "C", "C", "C", "C", "C", "N", "O", "O", "H", "H", "H", "H", "H", "C", "C", "C", "C", "C", "C", "N", "O", "O", "H", "H", "H", "H", "H"],
  "xyz": [[3.8128, 3.3567, -1.7836], [2.6471, 2.3397, -1.8757], [1.2693, 2.8568, -1.4962], [0.7831, 3.6915, -2.6453], [3.8787, 3.9668, -2.6860], [4.7727, 2.8284, -1.6947], [3.7211, 3.9909, -0.9020], [2.8946, 1.4859, -1.2404], [2.5808, 2.0207, -2.9183], [1.3673, 3.5685, -0.6670], [0.2091, 3.0831, -3.1143], [-1.6417, 3.2677, 3.7740], [-0.5475, 3.1236, 4.6206], [0.5289, 2.3430, 4.2366], [0.4849, 1.7144, 3.0048], [-0.5899, 1.8477, 2.1435], [-1.6613, 2.6327, 2.5407], [1.6210, 0.8931, 2.5712], [2.5942, 0.8095, 3.3077], [1.5081, 0.3578, 1.4902], [-2.4782, 3.8854, 4.0754], [-0.5317, 3.6247, 5.5794], [1.3869, 2.2228, 4.8809], [-0.5804, 1.3686, 1.1743], [-2.5066, 2.7527, 1.8776], [0.1145, -2.7466, -1.5430], [-1.0479, -2.6558, -2.3009], [-2.1997, -2.1262, -1.7468], [-2.1611, -1.6902, -0.4340], [-1.0186, -1.7755, 0.3330], [0.1263, -2.3118, -0.2274], [-3.3746, -1.1232, 0.1660], [-4.3826, -1.0785, -0.5137], [-3.3166, -0.7397, 1.3232], [1.0155, -3.1514, -1.9843], [-1.0544, -2.9916, -3.3289], [-3.1079, -2.0481, -2.3247], [-1.0121, -1.4278, 1.3536], [1.0283, -2.3776, 0.3639], [-4.7930, -4.0473, 5.9816], [-4.6203, -3.0858, 4.9946], [-3.7186, -3.2977, 3.9631], [-3.0044, -4.4820, 3.9451], [-3.1495, -5.4471, 4.9231], [-4.0538, -5.2228, 5.9473], [-2.0648, -4.7254, 2.8367], [-1.9542, -3.8441, 2.0111], [-1.4693, -5.7871, 2.8153], [-5.5064, -3.8828, 6.7782], [-5.1923, -2.1688, 5.0214], [-3.5784, -2.5561, 3.1882], [-2.5705, -6.3581, 4.8843], [-4.1861, -5.9700, 6.7187], [9.4659, 3.3704, -4.7367], [8.3272, 3.5716, -5.5048], [7.2664, 4.3045, -4.9974], [7.3713, 4.8269, -3.7230], [8.4918, 4.6338, -2.9388], [9.5461, 3.8981, -3.4551], [6.2500, 5.6164, -3.1839], [5.2713, 5.7462, -3.8910], [6.3732, 6.0802, -2.0684], [10.2926, 2.7984, -5.1373], [8.2625, 3.1561, -6.5010], [6.3717, 4.4643, -5.5802], [8.5380, 5.0481, -1.9431], [10.4308, 3.7360, -2.8547], [-4.9119, -9.8699, 3.2041], [-4.8363, -8.5945, 3.7474], [-5.6838, -8.2304, 4.7810], [-6.5928, -9.1567, 5.2545], [-6.6883, -10.4301, 4.7254], [-5.8381, -10.7836, 3.6904], [-7.4802, -8.7764, 6.3669], [-7.3829, -7.6463, 6.8055], [-8.2545, -9.6157, 6.7844], [-4.2469, -10.1518, 2.3987], [-4.1173, -7.8813, 3.3663], [-5.6363, -7.2388, 5.2035], [-7.4106, -11.1318, 5.1141], [-5.8976, -11.7755, 3.2641], [2.0482, 6.3868, -4.4472], [2.7227, 7.1811, -5.3659], [2.1436, 7.4790, -6.5886], [0.8821, 6.9793, -6.8628], [0.1951, 6.1840, -5.9598], [0.7898, 5.8830, -4.7436], [0.2569, 7.3069, -8.1506], [0.8896, 7.9896, -8.9387], [-0.8635, 6.8830, -8.3687], [2.5039, 6.1450, -3.4960], [3.7093, 7.5572, -5.1325], [2.6610, 8.0883, -7.3142], [-0.7837, 5.7995, -6.2041], [0.2924, 5.2559, -4.0165]],
  "forces_ev_per_angstrom": [[0.27, -0.45, -0.16], [-0.04, 0.61, 0.29], [-0.33, -0.35, -0.14], [-0.01, 0.02, -0.03], [-0.16, 0.23, 0.10], [0.10, 0.03, -0.04], [-0.10, 0.12, -0.01], [0.00, -0.14, -0.07], [0.08, -0.40, 0.01], [0.06, 0.14, 0.06], [0.01, 0.09, 0.15], [0.01, -0.01, -0.03], [-0.05, 0.00, -0.03], [0.03, 0.04, 0.16], [-0.06, 0.10, 0.01], [-0.08, -0.05, -0.16], [0.00, 0.05, 0.12], [-0.18, 0.13, -0.07], [-0.08, -0.01, -0.07], [0.28, -0.34, 0.06], [-0.01, 0.00, 0.01], [0.01, 0.00, 0.01], [0.06, -0.04, -0.07], [0.12, 0.05, -0.06], [0.01, -0.01, -0.03], [-0.07, -0.01, -0.01], [0.06, -0.01, 0.06], [-0.05, -0.04, -0.15], [0.06, 0.01, -0.05], [0.20, 0.17, 0.14], [0.05, -0.01, -0.11], [-0.11, -0.03, 0.10], [0.07, 0.01, 0.04], [-0.02, -0.05, -0.10], [0.00, 0.00, -0.01], [0.00, 0.01, -0.01], [-0.04, 0.05, 0.06], [-0.08, 0.06, 0.00], [0.01, 0.06, 0.00], [0.02, 0.02, -0.04], [-0.01, -0.08, 0.05], [-0.04, 0.14, -0.07], [-0.07, 0.02, 0.07], [0.01, -0.16, 0.08], [-0.05, 0.05, 0.06], [-0.05, 0.11, 0.00], [0.09, -0.29, 0.02], [-0.06, 0.07, -0.01], [0.00, 0.00, 0.01], [0.01, 0.02, -0.01], [0.05, -0.04, -0.03], [0.06, 0.03, -0.06], [0.01, 0.01, 0.02], [-0.01, 0.01, 0.00], [0.06, 0.00, 0.05], [-0.05, -0.04, -0.15], [0.04, -0.06, -0.02], [0.12, 0.00, 0.12], [-0.01, -0.02, -0.07], [-0.14, -0.05, 0.09], [0.12, 0.14, 0.03], [0.00, 0.02, -0.13], [0.00, -0.01, 0.00], [-0.01, 0.00, -0.01], [-0.05, 0.04, 0.07], [-0.09, 0.03, 0.00], [0.00, 0.00, 0.01], [-0.01, -0.01, 0.01], [0.00, -0.07, -0.03], [0.09, 0.16, -0.06], [0.06, -0.03, -0.05], [-0.04, -0.16, -0.02], [0.05, 0.06, -0.02], [-0.07, 0.04, 0.08], [-0.01, -0.10, -0.03], [0.06, 0.08, -0.04], [0.00, 0.00, -0.01], [0.00, 0.01, 0.00], [-0.08, -0.01, 0.06], [-0.03, 0.05, 0.06], [-0.01, -0.01, 0.00], [0.07, 0.00, 0.05], [-0.03, -0.05, 0.00], [0.12, 0.09, 0.01], [0.02, -0.03, 0.06], [-0.03, -0.05, 0.05], [-0.14, 0.11, -0.10], [-0.03, 0.01, -0.09], [-0.05, -0.05, 0.06], [0.08, 0.03, 0.01], [0.00, -0.06, -0.01], [0.01, 0.00, 0.01], [-0.07, 0.00, -0.05], [-0.01, 0.05, -0.07], [0.08, -0.04, 0.06]],
  "mulliken_charge": [-0.789, -0.223, -0.781, -0.446, -0.101, 0.391, 0.333, 0.233, 0.225, -0.031, 0.301, -0.447, -0.363, -0.517, -0.190, -0.001, -0.769, 1.057, -0.669, -0.528, 0.375, 0.369, 0.462, 0.725, 0.422, -0.606, -0.408, -0.556, 0.014, 0.169, -0.678, 1.110, -0.651, -0.632, 0.393, 0.382, 0.471, 0.581, 0.385, -0.451, -0.507, -0.290, -0.068, -0.376, -0.642, 1.030, -0.577, -0.617, 0.412, 0.427, 0.595, 0.604, 0.450, -0.422, -0.476, -0.284, 0.138, -0.477, -0.385, 0.996, -0.482, -0.611, 0.371, 0.362, 0.467, 0.442, 0.364, -0.598, -0.232, -0.423, -0.036, -0.465, -0.358, 1.010, -0.607, -0.609, 0.401, 0.495, 0.607, 0.444, 0.372, -0.573, -0.364, -0.400, 0.204, -0.439, -0.298, 1.003, -0.629, -0.619, 0.432, 0.383, 0.427, 0.442, 0.425]
}